Entry 1:
{
  "formula": "C2KLiO4",
  "method": "the ωB97M-V functional and the def2-TZVPD basis",
  "total_energy_ev": -26791.9189,
  "relative_energy_kj_mol": 347.94,
  "homo_ev": -4.300,
  "gap_ev": 3.94,
  "species": ["O", "C", "O", "O", "O", "C", "K", "Li"],
  "coordinates": [[-0.91571, 0.53405, 2.39647], [-1.23936, 1.19934, 1.53027], [-1.56251, 1.88292, 0.47569], [-0.49229, -0.72728, -2.97644], [1.25836, 0.94978, -2.79991], [0.35224, 0.07165, -2.82555], [2.69288, -2.64269, 1.22694], [-0.09361, -1.26777, 2.97253]]
}

---

Entry 2:
{
  "formula": "C4H8N2O3",
  "method": "the ωB97M-V functional and the def2-TZVPD basis",
  "total_energy_ev": -13398.8016,
  "relative_energy_kj_mol": 278.52,
  "smiles": "C/C(=C/O)N(N)C(=O)O",
  "homo_ev": -8.627,
  "gap_ev": 9.32,
  "species": ["C", "C", "C", "C", "N", "O", "O", "N", "O", "H", "H", "H", "H", "H", "H", "H", "H"],
  "coordinates": [[0.62198, 1.31893, -0.87245], [0.67186, -1.12596, -1.36106], [-1.50643, 0.20401, 0.70809], [0.48399, 0.04261, -0.44810], [0.31519, -1.44589, 1.37855], [-1.80770, 1.49289, 0.67248], [0.70346, 2.39278, -0.01054], [0.01298, -0.16677, 0.85355], [-2.29566, -0.65562, 0.95930], [-1.09538, 2.04869, 0.28314], [0.87131, 2.07077, 0.88742], [0.98182, 1.56473, -1.86168], [-0.43748, -2.10814, 1.16744], [0.32684, -1.35680, 2.38957], [1.49438, -1.74052, -1.00570], [-0.22673, -1.73868, -1.36890], [0.88558, -0.79705, -2.37111]]
}

---

Entry 3:
{
  "formula": "C6H6N2S2",
  "method": "the ωB97M-V functional and the def2-TZVPD basis",
  "total_energy_ev": -30966.6997,
  "relative_energy_kj_mol": 204.78,
  "homo_ev": -8.644,
  "gap_ev": 8.13,
  "species": ["C", "C", "C", "C", "C", "C", "N", "N", "S", "S", "H", "H", "H", "H", "H", "H"],
  "coordinates": [[-1.96895, 1.08504, -0.29505], [-2.92305, 0.25025, -0.70111], [-1.22026, -0.87284, 0.57212], [-0.94257, 0.43704, 0.43410], [2.95701, -0.49586, -0.80883], [0.22293, 1.04475, 1.07214], [2.57566, -1.54469, -0.21885], [2.09207, -2.43639, 0.25493], [-2.61414, -1.37374, -0.20004], [0.63384, 2.60100, 1.25877], [-1.79537, 2.14764, -0.38705], [-3.70127, 0.66290, -1.40765], [-0.51136, -1.67747, 0.93963], [2.50514, -0.25367, -1.74347], [3.74221, 0.04913, -0.33810], [0.94810, 0.37691, 1.56847]]
}

---

Entry 4:
{
  "formula": "C7H5ClN2",
  "method": "the ωB97M-V functional and the def2-TZVPD basis",
  "total_energy_ev": -22838.1911,
  "relative_energy_kj_mol": 410.83,
  "homo_ev": [-8.081, -8.082],
  "gap_ev": [7.92, 7.92],
  "species": ["C", "C", "C", "C", "C", "C", "C", "N", "N", "Cl", "H", "H", "H", "H", "H"],
  "coordinates": [[-2.44055, -0.20975, -0.17033], [-1.58897, -1.29625, 0.03955], [-1.81508, 1.03869, -0.26323], [-0.23047, -1.16980, 0.24507], [-0.44096, 1.15942, -0.20631], [0.34278, 0.09134, 0.15589], [1.68705, 0.33736, 0.32489], [2.87296, 0.52619, 0.18944], [4.12947, 0.81074, 0.00924], [5.01816, -0.74795, -0.14960], [-3.56797, -0.17253, -0.30753], [-1.98544, -2.30079, 0.27355], [-2.37840, 1.81662, -0.59195], [0.34318, -2.05620, 0.42852], [0.05422, 2.17293, 0.02281]]
}